1.
A structure of composition C2HBr4ClS. Source: the OMol25 dataset; level of theory: wB97M-V/def2-TZVPD.

CARTESIAN COORDINATES (ANGSTROEM)
C (0.19870, 0.63632, -0.86755)
C (-0.56340, 0.39223, 0.30720)
S (0.28490, -2.51492, 0.74947)
Cl (1.51794, -2.30622, 2.32098)
Br (-0.43605, 2.27824, -1.88958)
Br (0.05668, -0.89652, -2.12243)
Br (0.13724, 1.15347, 1.98121)
Br (-2.43727, 0.31255, 0.09288)
H (1.24126, 0.94484, -0.57219)

Results
HOMO-LUMO gap (alpha / beta) (eV): 7.32 / 6.59
Net charge: 0
LUMO energy (alpha / beta) (eV): -2.064 / -2.441
ΔE to the lowest compared entry with this formula, charge and spin (kJ/mol): 208.8

Löwdin population analysis, charges in e, atoms 1 to 4:
1. C -1.22
2. C -1.34
3. S 0.08
4. Cl -0.01

---

2.
A cluster of 5 separate species, C5H20N2O5 in total. Source: the OMol25 dataset; level of theory: wB97M-V/def2-TZVPD.

CARTESIAN COORDINATES (ANGSTROEM)
C (0.88142, -0.32987, 2.93793)
O (2.09735, -1.02116, 3.11369)
N (-0.25688, -0.63106, 3.47133)
N (0.79866, 0.77656, 2.32133)
H (-0.21709, -1.55538, 3.90091)
H (-1.16484, -0.23927, 3.14403)
H (1.68781, 1.17097, 1.91690)
H (-0.01411, 1.26807, 2.00000)
C (0.55105, -1.91455, -0.02575)
O (0.64940, -0.49258, -0.00765)
H (1.49312, -2.21320, 0.44309)
H (0.66299, -2.39516, -0.97038)
H (-0.31240, -2.25741, 0.55129)
H (0.52562, -0.08386, 0.87254)
C (-0.33162, 2.96675, 0.06782)
O (-1.01651, 2.42540, 1.17815)
H (-0.97246, 3.58599, -0.54686)
H (0.12249, 2.12341, -0.49695)
H (0.41700, 3.64841, 0.45511)
H (-1.79356, 2.01582, 0.82310)
C (-2.45367, -0.71788, -0.81414)
O (-3.48253, -0.49382, -1.70410)
H (-2.05620, 0.28122, -0.53115)
H (-1.59747, -1.19200, -1.33734)
H (-2.65669, -1.27824, 0.09180)
H (-3.19111, 0.24827, -2.24944)
C (1.94546, -0.75706, -3.43268)
O (2.60270, -0.41298, -2.25051)
H (1.08428, -1.42681, -3.24064)
H (2.66696, -1.06398, -4.23564)
H (1.45147, 0.09273, -3.76401)
H (1.87938, -0.12732, -1.68179)

Results
HOMO-LUMO gap (eV): 9.43
SMILES string: NC(N)=O.CO.CO.CO.CO
Net charge: 0
LUMO energy (eV): 0.020
ΔE to the lowest compared entry with this formula, charge and spin (kJ/mol): 459.3

Löwdin population analysis, charges in e, atoms 1 to 4:
1. C -0.66
2. O -0.13
3. N 0.17
4. N 0.13

---

3.
A structure of composition C18H45N4O3Sr. Source: the OMol25 dataset; level of theory: wB97M-V/def2-TZVPD.

CARTESIAN COORDINATES (ANGSTROEM)
Sr (0.02337, 0.66394, -0.67805)
N (-0.21161, 2.58384, -2.80226)
O (-1.04354, 1.63231, -2.96394)
O (0.92258, 2.10546, -2.71409)
O (-0.46701, 3.37732, -1.83248)
C (4.82264, -0.64537, -0.77616)
C (3.51480, 0.01578, -1.09415)
N (2.62037, 0.35152, 0.02479)
C (3.18019, 1.45011, 0.72975)
C (3.02090, 2.72895, -0.12251)
C (2.63661, -0.81341, 0.80650)
C (1.38695, -0.77729, 1.73512)
H (4.59868, -1.72358, -0.74169)
H (5.29045, -0.48257, 0.17436)
H (5.56301, -0.61064, -1.54010)
H (2.92128, -0.64061, -1.69803)
H (3.59006, 0.83893, -1.77253)
H (4.24076, 1.44738, 0.89779)
H (2.83125, 1.78318, 1.66897)
H (3.63192, 2.72007, -1.00732)
H (3.29712, 3.64602, 0.47739)
H (2.03755, 3.03909, -0.36996)
H (3.48675, -1.00476, 1.43249)
H (2.53629, -1.64220, 0.17850)
H (1.45145, -1.47552, 2.44342)
H (0.44643, -0.87376, 1.23384)
H (1.48761, 0.16938, 2.25763)
C (0.22576, 2.49782, 2.30033)
C (-1.01128, 1.62499, 2.40890)
N (-1.72442, 1.49645, 1.11638)
C (-2.32566, 2.78687, 0.76827)
C (-3.13409, 2.58190, -0.42254)
C (-2.85088, 0.49738, 1.41327)
C (-3.84193, 0.99036, 2.46539)
H (0.94562, 2.17652, 1.59376)
H (0.82921, 2.32702, 3.15620)
H (-0.09073, 3.51208, 2.11396)
H (-1.62008, 2.11369, 3.16949)
H (-0.68918, 0.71664, 2.88399)
H (-1.52283, 3.45598, 0.63231)
H (-2.86412, 3.27442, 1.59508)
H (-3.41890, 3.43110, -0.91184)
H (-4.06887, 2.02490, -0.25723)
H (-2.58125, 1.94774, -1.12273)
H (-2.50989, -0.40977, 1.83592)
H (-3.35715, 0.18115, 0.54533)
H (-4.17484, 1.93820, 2.30244)
H (-3.44195, 0.97048, 3.44167)
H (-4.59807, 0.25952, 2.47269)
C (-1.46121, -2.90047, 1.27037)
C (-1.88155, -2.56798, -0.11903)
N (-0.80019, -1.94454, -0.92527)
C (0.20664, -2.96564, -1.09943)
C (-0.24845, -4.20442, -1.83707)
C (-1.46046, -1.53671, -2.18421)
C (-0.52636, -1.37558, -3.41937)
H (-1.21309, -1.97969, 1.82693)
H (-0.88853, -3.78898, 1.28945)
H (-2.33667, -3.29987, 1.83474)
H (-2.67983, -1.85812, 0.04451)
H (-2.28982, -3.39899, -0.57233)
H (0.70078, -3.28142, -0.23322)
H (0.97579, -2.46607, -1.63569)
H (-0.72226, -4.11040, -2.78428)
H (-0.81419, -4.85082, -1.29828)
H (0.64006, -4.82882, -1.86942)
H (-2.04456, -0.63798, -2.07443)
H (-2.15502, -2.30281, -2.44748)
H (-0.17860, -2.28959, -3.84288)
H (0.34428, -0.71296, -3.22459)
H (-1.15808, -0.95718, -4.14728)

Results
HOMO-LUMO gap (eV): 8.55
Net charge: +1
LUMO energy (eV): -3.460
ΔE to the lowest compared entry with this formula, charge and spin (kJ/mol): 67.0

Löwdin population analysis, charges in e, atoms 1 to 4:
1. Sr 1.55
2. N -0.48
3. O -0.15
4. O -0.13

---

4.
The ion C3H5N2OS with charge +1. Source: the OMol25 dataset; level of theory: wB97M-V/def2-TZVPD.

CARTESIAN COORDINATES (ANGSTROEM)
C (0.92917, 1.53999, -0.03803)
C (0.34319, 0.28522, -0.17055)
C (-1.10412, -0.17882, -0.23028)
N (1.48045, 2.62046, 0.21653)
N (-0.88074, -1.54345, 0.30888)
O (2.33526, -1.26621, 0.50926)
S (1.14651, -1.28436, -0.27351)
H (-1.50084, -0.12141, -1.16183)
H (-1.89841, 0.51843, 0.33123)
H (1.68333, 3.16818, -0.63061)
H (-1.12265, -1.47921, 1.25402)
H (-1.41114, -2.25882, -0.11512)

Results
HOMO-LUMO gap (alpha / beta) (eV): 8.30 / 8.30
Net charge: +1
LUMO energy (alpha / beta) (eV): -5.832 / -5.832
ΔE to the lowest compared entry with this formula, charge and spin (kJ/mol): 299.0

Löwdin population analysis, charges in e, atoms 1 to 4:
1. C -0.04
2. C -0.38
3. C -0.21
4. N 0.23

---

5.
A structure of composition C6H16CsO6S2. Source: the OMol25 dataset; level of theory: wB97M-V/def2-TZVPD.

CARTESIAN COORDINATES (ANGSTROEM)
Cs (-1.25073, -2.94054, -0.65603)
O (-0.26771, -3.60929, 4.29793)
S (0.60801, -3.08680, 3.29389)
O (0.11389, -2.93278, 1.91155)
O (1.34580, -1.72054, 3.86701)
C (1.73919, -0.72165, 2.92086)
C (0.62309, 0.32809, 2.73432)
C (2.11481, -4.25464, 3.17771)
H (1.93482, -1.15740, 1.94109)
H (2.63307, -0.21332, 3.28239)
H (0.06704, 0.53927, 3.64773)
H (-0.12031, -0.02018, 2.01726)
H (0.99267, 1.25411, 2.29387)
H (2.46980, -4.41034, 4.19645)
H (2.85871, -3.85615, 2.48784)
H (1.79568, -5.19990, 2.73868)
O (-1.61157, -0.14078, -1.05485)
S (-1.62948, 1.25478, -1.45870)
O (-1.87451, 2.31428, -0.50159)
O (-0.26921, 1.62537, -2.39400)
C (-0.14615, 2.93445, -2.84734)
C (0.04972, 2.87066, -4.39592)
C (-2.91645, 1.33360, -2.82099)
H (0.71129, 3.42799, -2.38982)
H (-1.00056, 3.60354, -2.74535)
H (1.05719, 2.46676, -4.49583)
H (0.13833, 3.84800, -4.87033)
H (-0.70434, 2.28717, -4.92417)
H (-3.89857, 1.64140, -2.46210)
H (-2.97248, 0.37553, -3.33778)
H (-2.59106, 2.15930, -3.45380)

Results
HOMO-LUMO gap (alpha / beta) (eV): 9.32 / 2.41
Net charge: +2
Multiplicity: 2
LUMO energy (alpha / beta) (eV): -6.649 / -13.565

Löwdin population analysis, charges in e, atoms 1 to 4:
1. Cs 1.16
2. O -0.24
3. S 0.69
4. O -0.53

---

6.
A cluster of 4 separate species, C46H34BrO6P in total. Source: the OMol25 dataset; level of theory: wB97M-V/def2-TZVPD.

CARTESIAN COORDINATES (ANGSTROEM)
C (4.80073, 3.05050, 4.38160)
C (4.48536, 3.00732, 2.89009)
C (4.91889, 1.74219, 2.13970)
Br (6.77295, 1.90764, 1.56821)
P (4.65458, 0.07470, 2.93139)
C (6.08706, -0.13123, 4.05308)
H (4.39455, 3.97226, 4.80141)
H (4.34504, 2.22262, 4.92263)
H (5.87609, 3.07309, 4.55953)
H (3.41454, 3.16280, 2.73376)
H (4.99789, 3.85582, 2.43214)
H (4.36100, 1.68494, 1.20530)
H (3.59167, 0.35574, 3.81730)
H (5.89081, -0.99619, 4.68653)
H (6.29933, 0.74159, 4.66593)
H (6.94466, -0.36947, 3.42884)
C (0.97831, -0.00700, 0.04766)
C (1.88180, -0.43892, 1.01209)
C (2.22559, -1.77795, 1.09140)
C (1.65313, -2.68978, 0.21507)
C (0.74109, -2.25352, -0.75217)
C (0.41176, -0.90836, -0.83592)
C (0.09066, -3.21401, -1.68513)
O (-0.69697, -2.84120, -2.52858)
C (0.42021, -4.66197, -1.53534)
C (-0.22192, -5.58529, -2.35152)
C (0.06747, -6.93255, -2.22899)
C (1.00459, -7.36367, -1.29468)
C (1.64605, -6.44796, -0.47888)
C (1.35292, -5.09430, -0.59196)
C (2.03335, -4.12625, 0.32149)
O (2.85465, -4.50715, 1.12757)
H (0.71746, 1.03964, -0.02100)
H (2.31333, 0.28626, 1.69360)
H (2.93672, -2.12510, 1.82676)
H (-0.29219, -0.57974, -1.58711)
H (-0.94863, -5.23450, -3.07133)
H (-0.43658, -7.65134, -2.86163)
H (1.23265, -8.41753, -1.20382)
H (2.37405, -6.76845, 0.25340)
C (-2.53780, -4.75076, 0.27032)
C (-3.64189, -5.59075, 0.36673)
C (-4.91381, -5.05677, 0.48271)
C (-5.08605, -3.67845, 0.51199)
C (-3.97477, -2.83652, 0.43330)
C (-2.70292, -3.37702, 0.30572)
C (-4.12185, -1.35414, 0.49609)
O (-3.15815, -0.62251, 0.41904)
C (-5.49767, -0.80075, 0.66225)
C (-5.66215, 0.57446, 0.76852)
C (-6.93027, 1.10934, 0.91221)
C (-8.04148, 0.27366, 0.94456)
C (-7.88352, -1.09728, 0.84191)
C (-6.61219, -1.64041, 0.70626)
C (-6.46536, -3.12338, 0.62099)
O (-7.43554, -3.84988, 0.64274)
H (-1.54714, -5.17308, 0.17490)
H (-3.50759, -6.66440, 0.34659)
H (-5.78234, -5.69694, 0.55131)
H (-1.85386, -2.71057, 0.23907)
H (-4.78962, 1.21219, 0.73796)
H (-7.05611, 2.18056, 0.99855)
H (-9.03237, 0.69470, 1.05222)
H (-8.73779, -1.75935, 0.86821)
C (-2.33055, 4.76155, -4.19992)
C (-2.11493, 3.39641, -4.04560)
C (-1.01220, 2.94199, -3.34384)
C (-0.11512, 3.85234, -2.79934)
C (-0.32421, 5.22313, -2.96557)
C (-1.43837, 5.67297, -3.66206)
C (0.63695, 6.22312, -2.41551)
O (0.44926, 7.41290, -2.54830)
C (1.84000, 5.70809, -1.69841)
C (2.77289, 6.61328, -1.20789)
C (3.88757, 6.15665, -0.52549)
C (4.07593, 4.79255, -0.33092)
C (3.15237, 3.88647, -0.82237)
C (2.03258, 4.33875, -1.50823)
C (1.05664, 3.34107, -2.03410)
O (1.21103, 2.15368, -1.84009)
H (-3.19689, 5.11392, -4.74388)
H (-2.81017, 2.68643, -4.47338)
H (-0.83473, 1.88350, -3.21213)
H (-1.59267, 6.73683, -3.77682)
H (2.61209, 7.67075, -1.36533)
H (4.61233, 6.86325, -0.14335)
H (4.94062, 4.43267, 0.21141)
H (3.28715, 2.82205, -0.68147)

Results
HOMO-LUMO gap (eV): 7.78
SMILES string: O=C1c2ccccc2C(=O)c2ccccc21.O=C1c2ccccc2C(=O)c2ccccc21.O=C1c2ccccc2C(=O)c2ccccc21.CC[C@@H](Br)PC
Net charge: 0
LUMO energy (eV): -1.108

Löwdin population analysis, charges in e, atoms 1 to 4:
1. C -0.13
2. C -0.37
3. C -0.93
4. Br 0.67

---

7.
A structure of composition C35H36As2FeNO13PS2. Source: the OMol25 dataset; level of theory: wB97M-V/def2-TZVPD.

CARTESIAN COORDINATES (ANGSTROEM)
Fe (-0.59672, 0.37617, -0.28672)
O (-1.63076, 1.55480, 3.86797)
S (-1.62237, 0.83634, 2.61331)
O (-2.21140, 1.58274, 1.50150)
O (-0.29592, 0.32584, 2.24138)
C (-2.78623, -0.52037, 2.77396)
C (-3.22301, -0.87450, 4.03773)
C (-4.35233, -1.66398, 4.18672)
C (-5.06612, -2.04893, 3.06266)
C (-4.61436, -1.71622, 1.79401)
C (-3.44205, -0.98430, 1.62197)
P (-2.80559, -0.63856, -0.08588)
C (-2.90363, -2.27152, -0.94165)
C (-3.27960, -3.50083, -0.40981)
C (-3.27979, -4.63946, -1.20238)
C (-2.88554, -4.57551, -2.53061)
C (-2.46305, -3.36407, -3.05686)
C (-2.46460, -2.22628, -2.26593)
C (-4.33688, 0.14450, -0.76027)
C (-4.68509, 1.42502, -0.32398)
C (-5.84123, 2.03448, -0.78151)
C (-6.66351, 1.38880, -1.69257)
C (-6.32468, 0.12226, -2.13859)
C (-5.17455, -0.49894, -1.67100)
H (-2.69343, -0.47643, 4.89370)
H (-4.69650, -1.93775, 5.17578)
H (-5.98602, -2.61090, 3.17003)
H (-5.18909, -2.00978, 0.92490)
H (-3.56020, -3.58453, 0.62933)
H (-3.58114, -5.58745, -0.77295)
H (-2.88857, -5.46944, -3.14201)
H (-2.12846, -3.30449, -4.08545)
H (-2.11347, -1.27987, -2.66548)
H (-4.03710, 1.94350, 0.36426)
H (-6.09218, 3.02797, -0.43259)
H (-7.55859, 1.87649, -2.05944)
H (-6.95446, -0.39383, -2.85352)
H (-4.93301, -1.48941, -2.03067)
N (-0.07865, 3.73260, 0.62205)
C (-1.08464, 4.16299, -0.31387)
C (-1.71749, 3.08088, -1.27516)
O (-2.60805, 3.51861, -1.99992)
O (-1.27632, 1.87957, -1.29540)
H (-0.44572, 3.54449, 1.53744)
H (0.73917, 4.31746, 0.64720)
H (-0.67182, 4.91705, -0.98589)
H (-1.96156, 4.58875, 0.18287)
S (-0.46009, -2.52784, 1.01141)
C (0.28482, -1.25742, 0.30404)
C (2.38223, -2.54181, 3.56569)
O (2.24299, -1.63347, 2.47984)
C (2.34909, -2.13791, 1.24590)
O (2.75259, -3.24717, 1.00889)
C (1.78242, -1.19184, 0.20788)
C (2.35341, -1.27074, -1.12000)
As (4.23686, -1.45962, -1.58024)
C (5.14784, -2.38883, -0.08559)
C (4.68356, 0.33269, -0.90706)
C (3.75700, 1.21166, -0.45121)
As (1.95107, 0.94863, 0.41694)
C (2.65944, 1.21094, 2.23043)
C (3.89213, 2.65457, -0.53399)
O (3.08307, 3.40245, -0.01588)
O (4.91206, 3.14305, -1.24399)
C (4.97290, 4.56380, -1.33564)
C (6.11628, 0.56592, -1.12443)
O (6.73058, -0.06064, -1.95406)
O (6.84397, 1.40669, -0.34531)
C (6.47442, 1.63266, 1.01145)
C (1.54913, -0.77774, -2.19630)
O (0.39681, -0.35083, -2.12201)
O (2.16441, -0.77325, -3.39804)
C (1.47039, -0.09555, -4.44298)
H (1.69647, -2.20261, 4.33897)
H (3.40537, -2.52263, 3.94624)
H (2.12672, -3.54997, 3.24568)
H (4.83468, -3.42595, -0.02494)
H (4.98431, -1.90877, 0.87687)
H (6.20957, -2.34474, -0.33281)
H (3.49811, 0.54556, 2.42109)
H (1.85318, 1.02885, 2.93249)
H (2.99558, 2.24647, 2.28530)
H (5.80175, 4.77812, -2.00413)
H (5.14853, 5.00996, -0.35576)
H (4.04230, 4.96654, -1.73429)
H (7.35503, 2.05544, 1.49013)
H (6.21090, 0.69765, 1.51134)
H (5.64558, 2.33046, 1.11872)
H (2.14687, -0.09971, -5.29366)
H (1.24218, 0.92809, -4.14453)
H (0.53974, -0.60513, -4.69114)

Results
HOMO-LUMO gap (alpha / beta) (eV): 5.55 / 5.14
Net charge: -1
Multiplicity: 2
LUMO energy (alpha / beta) (eV): 0.922 / 0.524
ΔE to the lowest compared entry with this formula, charge and spin (kJ/mol): 83.2

Löwdin population analysis, charges in e, atoms 1 to 4:
1. Fe 0.32
2. O -0.32
3. S 0.45
4. O -0.37

---

8.
The molecule C10H20N6O4. Source: the OMol25 dataset; level of theory: wB97M-V/def2-TZVPD.

CARTESIAN COORDINATES (ANGSTROEM)
C (-1.68592, 1.02067, -2.57060)
C (-0.38128, 1.20309, -1.71095)
C (-0.99328, 0.18284, -3.63662)
C (-1.92943, -0.53304, -4.66686)
C (0.89842, 0.34338, 0.12763)
C (2.02460, -0.77686, -0.07307)
C (0.24464, 0.51811, 1.68568)
C (1.20653, 0.66153, 2.87772)
C (0.55065, 0.31822, 4.20108)
C (1.08950, -1.94784, 3.65525)
H (-1.29642, 2.85503, -3.14095)
H (-2.50973, 2.70089, -2.31951)
H (-2.57183, 0.43712, -2.21663)
H (-0.47295, -0.68255, -3.34743)
H (-0.35201, 0.97602, -4.25311)
H (-3.37957, 0.92415, -4.34208)
H (-4.19257, -0.52806, -4.87591)
H (-0.65877, -0.57717, -1.01247)
H (1.40375, 1.24512, -0.19918)
H (-0.11646, -0.48514, 1.86531)
H (-0.46892, 1.24931, 1.57618)
H (1.64962, 1.76794, 3.03242)
H (2.07808, -0.11409, 2.73056)
H (1.42447, 0.59528, 4.91712)
H (-0.25910, 1.12552, 4.51943)
H (-0.79038, -1.15380, 4.23094)
H (1.50373, -3.30743, 2.47364)
H (2.98608, -1.33580, 3.00718)
H (2.39056, -0.94170, 4.70798)
H (1.40964, -0.97989, -1.98743)
N (-2.18556, 2.29275, -3.09696)
N (-3.26816, -0.00706, -4.55574)
N (-0.08666, 0.20050, -0.88039)
N (0.26959, -1.01030, 4.34694)
N (0.69926, -2.82933, 2.90655)
N (2.43599, -1.65452, 3.87413)
O (0.24482, 2.26808, -1.83538)
O (-1.61388, -1.46188, -5.49489)
O (2.67502, -1.27712, 0.77034)
O (2.02793, -1.28200, -1.28992)

Results
HOMO-LUMO gap (eV): 9.39
SMILES string: [H]/N=C(\N)NCCC[C@H](NC(=O)[C@@H](N)CC(N)=O)C(=O)O
Net charge: 0
LUMO energy (eV): 0.299
ΔE to the lowest compared entry with this formula, charge and spin (kJ/mol): 528.2

Löwdin population analysis, charges in e, atoms 1 to 4:
1. C -0.31
2. C -0.44
3. C -0.09
4. C -0.40

---

- What is the net charge in the seventh record?
  -1

---

- The lowest net charge belongs to which entry?
  C35H36As2FeNO13PS2